The following is a DFT calculation (ωB97M-V/def2-TZVPD) of a cluster of 6 separate species, H14NO5 in total.

```
20
Properties=species:S:1:pos:R:3:forces:R:3
N 0.5276 -0.5651 0.1448 -1.299 -2.059 -0.382
H -0.4299 -0.9786 0.2744 0.934 1.036 -0.270
H 0.7694 0.2719 0.6187 -0.298 2.093 1.411
H 1.1532 -1.2208 0.5631 0.774 -0.963 0.114
H 0.7986 -0.3929 -0.8151 -0.148 -0.465 -0.963
H -0.2122 3.3579 -3.0412 0.643 1.477 0.004
H -1.3966 2.4731 -3.0590 -2.068 -0.261 -0.122
O -0.4604 2.4453 -3.0237 1.431 -1.147 0.050
H -2.9857 0.8362 2.2153 -0.863 1.273 0.390
H -2.5059 -0.5441 2.4748 -0.081 -1.224 0.920
O -2.4745 0.1430 1.8277 0.925 -0.093 -1.282
H 2.1887 2.2463 1.5060 -3.138 -2.852 0.290
H 1.0322 1.5443 2.4485 0.375 0.248 -0.302
O 1.3850 1.5135 1.5419 2.836 2.828 0.228
H 1.5966 -0.5393 -3.4051 -0.313 0.393 0.630
H 1.2422 0.9155 -2.8535 -0.013 -1.621 0.175
O 1.2513 -0.0608 -2.6137 0.273 1.311 -0.826
H -0.9380 -3.9647 2.3707 -0.258 -0.653 0.550
H -0.0029 -4.0245 1.1516 0.694 -1.221 -0.613
O -0.5387 -3.4563 1.6738 -0.406 1.902 -0.002
```
Forces are in eV/Å.

The expectation value of S² is 0.7550. As for the largest force on an atom: 0.0827 hartree/bohr. As for the HOMO energy (alpha / beta): -19.010 / -17.661 eV. Its net charge is +2. The HOMO-LUMO gap (alpha / beta) is 12.8 / 2.3 eV. The spin multiplicity is 2.

The following is a DFT calculation (ωB97M-V/def2-TZVPD) of a cluster of 3 separate species, C2H10N4O in total.

```
17
Properties=species:S:1:pos:R:3:forces:R:3
C -0.9183 0.1356 -0.5011 -0.360 1.226 -2.140
C 1.0771 1.1778 0.2896 -0.139 -0.162 0.094
N 0.4245 0.1690 -0.5063 0.393 -1.586 1.035
N 0.0602 -1.4048 0.8262 0.521 0.113 0.425
N 0.7709 -1.3314 1.9740 0.032 0.014 -0.088
N -1.5577 -0.7907 -1.2757 0.697 0.943 0.987
O -0.5916 1.7675 -1.6577 -0.811 -0.176 0.532
H -0.6473 1.4540 -2.5699 -0.098 -0.137 0.150
H 0.5532 -2.0143 0.1757 0.056 0.126 0.058
H -1.5097 0.5900 0.2961 0.093 0.031 -0.225
H 0.3073 -0.7926 2.6947 0.117 -0.022 -0.216
H 1.7756 -1.1752 1.9323 -0.160 -0.080 -0.033
H -2.5185 -0.9967 -1.0558 0.239 -0.078 -0.566
H -1.0483 -1.0957 -2.0921 -0.499 -0.237 0.130
H 1.8326 0.6925 0.9206 -0.017 0.036 -0.064
H 1.5837 1.8604 -0.3868 -0.011 0.022 0.016
H 0.4063 1.7547 0.9364 -0.052 -0.033 -0.097
```
Forces are in eV/Å.

As for the largest force on an atom: 0.0485 hartree/bohr. As for the HOMO energy (alpha / beta): -7.270 / -7.851 eV. Its net charge is 0. The HOMO-LUMO gap (alpha / beta) is 7.8 / 8.7 eV.

The following is a DFT calculation (ωB97M-V/def2-TZVPD) of a cluster of 2 separate species, C2H3F3IN in total.

```
10
Properties=species:S:1:pos:R:3:forces:R:3
H -2.4513 -1.2404 0.7386 0.983 0.458 0.361
N -1.6219 -1.6566 0.2968 0.350 -0.171 -1.592
C -0.8046 -0.9180 -0.3319 -0.966 0.852 0.806
C -0.7843 0.6491 -0.2085 -0.133 -0.836 0.713
F -1.8894 1.1824 -0.6943 -1.413 0.185 0.097
F -0.5780 1.1354 1.0397 -0.660 -0.757 0.158
F 0.1806 1.1601 -0.9041 2.093 0.374 -1.577
H -0.0886 -1.2799 -1.1056 -0.226 -0.107 1.040
I 4.4538 -0.2480 0.4370 -1.001 1.649 0.329
H 3.5836 1.2160 0.7323 0.973 -1.647 -0.334
```
Forces are in eV/Å.

As for the SMILES: [H]/N=C\C(F)(F)F.I. As for the largest force on an atom: 0.0515 hartree/bohr. As for the HOMO energy: -10.144 eV. Its net charge is 0. The HOMO-LUMO gap is 10.3 eV.

The following is a DFT calculation (ωB97M-V/def2-TZVPD) of a cluster of 4 separate species, C12H12Cl6N2 in total.

```
32
Properties=species:S:1:pos:R:3:forces:R:3
Cl 2.0953 -3.6965 3.5744 0.208 -0.255 -0.567
C 2.3996 -3.4099 1.8454 0.442 0.906 0.261
Cl 3.8297 -2.3031 1.6671 -0.547 -0.695 0.319
Cl 1.0174 -2.6004 1.1348 -0.334 0.034 -0.239
H 2.5502 -4.3189 1.2631 0.306 0.045 0.412
Cl -1.1254 1.1393 -0.1573 0.641 0.434 0.164
C -1.2762 -0.5472 -0.5296 -0.757 -0.558 -0.518
Cl -0.2628 -1.0504 -1.9258 -0.287 0.297 0.877
Cl -2.9780 -0.8418 -0.9183 -0.286 -0.259 -0.185
H -1.1173 -1.1604 0.3574 0.593 0.199 -0.328
C -2.7474 5.8414 1.2894 0.398 1.048 0.255
C -4.0126 6.2434 1.6559 -1.440 -0.754 0.175
C -5.0276 5.2782 1.6770 1.586 -1.637 -1.304
N -4.7920 3.9768 1.2520 -0.012 1.481 0.746
C -3.5315 3.6265 0.9334 -0.901 0.868 1.174
C -2.4787 4.5361 1.0034 0.029 -0.874 -0.643
H -1.9575 6.5773 1.2583 0.162 0.028 0.042
H -4.2671 7.2571 1.9281 0.220 0.108 0.009
H -6.0361 5.5234 1.9756 -0.089 -0.123 -0.030
H -3.3594 2.5730 0.7692 -0.076 -0.035 -0.376
H -1.4685 4.2305 0.7745 0.068 -0.091 -0.034
C 2.9254 -2.3133 -2.4952 1.191 -1.123 0.502
C 4.0875 -2.5175 -1.7477 -0.090 -0.051 -0.091
C 4.3193 -3.7488 -1.1083 -0.995 0.387 -0.848
N 3.4536 -4.7762 -1.1740 0.016 0.504 0.053
C 2.3233 -4.5928 -1.8865 1.026 1.034 0.694
C 2.0762 -3.3995 -2.5668 -1.231 -0.144 0.192
H 2.7184 -1.3827 -3.0027 -0.043 0.046 0.091
H 4.7847 -1.7009 -1.6321 0.187 -0.044 0.112
H 5.1864 -3.8539 -0.4731 0.112 -0.252 -0.072
H 1.5700 -5.3527 -1.7400 -0.047 -0.180 -0.506
H 1.1013 -3.2359 -3.0018 -0.053 -0.344 -0.338
```
Forces are in eV/Å.

As for the SMILES: ClC(Cl)Cl.ClC(Cl)Cl.c1ccncc1.c1ccncc1. As for the largest force on an atom: 0.0511 hartree/bohr. As for the HOMO energy: -9.673 eV. Its net charge is 0. The HOMO-LUMO gap is 10.1 eV.

The following is a DFT calculation (ωB97M-V/def2-TZVPD) of the molecule C3H6N2OS.

```
13
Properties=species:S:1:pos:R:3:forces:R:3
C 1.7943 0.3326 0.0319 0.431 -0.114 -0.097
C 0.2027 -0.6957 -1.2962 -0.663 -0.211 0.798
C -1.4150 0.6416 0.5435 0.607 -0.453 0.122
N 1.4180 0.0102 -1.0739 0.631 0.557 -0.811
N 2.2604 0.4314 1.1373 1.113 0.401 0.718
O -1.4186 -1.9802 0.4774 -0.785 -1.021 0.152
S -0.4220 -0.9123 0.4508 -0.954 0.417 -0.818
H 0.4076 -1.6905 -1.6996 -0.110 0.061 0.117
H -0.4875 -0.1635 -1.9492 -0.052 -0.001 0.048
H -1.4906 0.9034 1.5950 0.004 0.043 0.067
H -0.9333 1.4373 -0.0089 0.089 0.238 -0.100
H -2.4006 0.4135 0.1542 -0.052 -0.117 -0.184
H 2.4847 1.2721 1.6375 -0.259 0.200 -0.012
```
Forces are in eV/Å.

As for the largest force on an atom: 0.0269 hartree/bohr. As for the HOMO energy: -8.955 eV. Its net charge is 0. The HOMO-LUMO gap is 9.7 eV.

The following is a DFT calculation (ωB97M-V/def2-TZVPD) of a structure of composition C46H49As3F9N2O2PY.

```
113
Properties=species:S:1:pos:R:3:forces:R:3
Y -0.1494 0.0311 0.0094 0.420 -0.547 0.247
O 1.8006 0.4027 -0.7551 -0.293 -0.053 0.074
C 2.5294 1.4333 -1.1441 -0.069 0.067 0.055
C 3.7246 1.2231 -1.8433 0.002 -0.002 -0.050
C 4.4884 2.2893 -2.2732 0.019 -0.054 -0.013
C 4.0994 3.6039 -2.0112 0.003 0.015 0.000
C 2.9440 3.8268 -1.2983 -0.002 -0.004 -0.001
C 2.1364 2.7645 -0.8560 0.096 0.017 -0.019
C 1.0049 3.0981 -0.0222 -0.054 0.057 0.032
N 0.1228 2.2687 0.4143 0.039 0.154 0.006
N -0.8100 2.7872 1.3214 -0.008 -0.012 0.033
C -1.2917 1.8353 2.0673 -0.146 -0.003 0.166
O -0.9507 0.5716 1.9756 0.094 0.015 -0.366
C -2.3182 2.1769 3.0857 0.021 0.050 -0.042
C -2.7647 1.1878 3.9576 0.002 -0.014 0.011
C -3.7368 1.4783 4.9031 -0.006 -0.007 0.011
C -4.2705 2.7572 4.9790 0.004 -0.001 0.002
C -3.8249 3.7480 4.1124 0.023 -0.014 -0.022
C -2.8501 3.4624 3.1700 -0.022 0.009 0.003
H 4.0299 0.2004 -2.0332 -0.002 0.020 -0.001
H 5.4073 2.0982 -2.8141 -0.015 0.006 0.012
H 4.7073 4.4325 -2.3473 -0.017 -0.014 0.009
H 2.6427 4.8409 -1.0602 -0.002 -0.021 0.001
H 0.9146 4.1318 0.3111 0.007 0.012 -0.010
H -2.3275 0.1992 3.8977 -0.006 0.014 0.000
H -4.0716 0.7090 5.5879 0.004 0.016 -0.011
H -5.0283 2.9859 5.7173 0.010 -0.009 -0.009
H -4.2359 4.7471 4.1753 0.001 -0.006 0.000
H -2.4917 4.2265 2.4939 -0.001 -0.003 0.003
C 0.9352 -1.7309 -3.4704 -0.067 -0.019 0.002
As -0.4159 -0.4497 -2.9075 0.031 0.026 -0.142
C 0.1170 1.0874 -3.9794 0.014 -0.068 -0.026
C -1.9801 -1.1686 -3.8440 0.010 0.053 0.009
C -3.3566 -0.5724 -3.5101 -0.022 -0.035 -0.004
C -3.2934 0.9570 -3.5788 -0.059 0.014 -0.036
C -3.8838 -1.0285 -2.1341 0.006 0.046 -0.023
As -3.1171 -0.2812 -0.4875 -0.056 0.154 0.033
C -4.2281 -1.2093 0.8137 0.032 -0.057 -0.072
C -3.9240 1.4915 -0.3234 -0.020 -0.083 0.021
C -4.3714 -1.0230 -4.5872 0.036 0.046 -0.013
As -4.7422 -2.8832 -5.1966 -0.008 -0.005 0.048
C -4.3164 -4.0217 -3.6463 0.031 0.029 -0.014
C -3.1107 -3.2600 -6.2267 -0.011 0.011 0.002
H 0.9582 -1.8082 -4.5561 0.013 0.003 -0.033
H 0.7131 -2.7098 -3.0448 0.011 -0.009 0.007
H 1.9001 -1.3897 -3.0988 0.014 -0.003 0.006
H -0.0430 0.8764 -5.0356 0.008 -0.002 -0.032
H 1.1772 1.2676 -3.8029 0.008 0.005 0.027
H -0.4425 1.9758 -3.6979 -0.016 0.005 0.010
H -1.9800 -2.2432 -3.6537 0.029 -0.018 0.021
H -1.7773 -1.0411 -4.9098 -0.007 0.014 -0.028
H -2.6106 1.3782 -2.8365 0.032 -0.008 0.047
H -4.2776 1.3967 -3.4046 0.010 -0.011 0.000
H -2.9512 1.2838 -4.5631 -0.005 -0.008 0.010
H -3.7744 -2.1087 -2.0361 0.003 -0.022 0.037
H -4.9552 -0.8207 -2.0719 -0.023 0.032 -0.015
H -5.2692 -0.9229 0.6743 -0.031 0.001 -0.002
H -3.9067 -0.9249 1.8150 -0.006 0.028 0.004
H -4.1352 -2.2875 0.6884 0.022 -0.017 0.031
H -4.9093 1.4921 -0.7863 -0.036 0.015 -0.002
H -3.3041 2.2645 -0.7702 0.010 -0.001 -0.024
H -4.0229 1.7024 0.7418 0.010 0.011 0.007
H -4.1102 -0.5264 -5.5286 0.000 -0.013 -0.004
H -5.3504 -0.6204 -4.3150 -0.018 -0.021 0.004
H -5.0250 -3.8541 -2.8360 0.005 -0.003 -0.010
H -3.2969 -3.8703 -3.2881 -0.035 -0.025 0.014
H -4.4207 -5.0565 -3.9740 0.005 0.007 -0.017
H -2.9543 -2.4613 -6.9525 0.006 -0.015 0.004
H -3.2705 -4.1852 -6.7790 -0.002 -0.002 0.006
H -2.2202 -3.3694 -5.6096 -0.001 0.002 -0.001
F -0.7661 -8.2625 -2.8948 0.010 -0.001 -0.028
C -1.3689 -8.0800 -1.7074 0.008 0.011 0.004
F -2.6911 -8.0648 -1.9332 -0.029 0.006 -0.009
F -1.0953 -9.1457 -0.9491 0.008 -0.037 0.026
C -0.9063 -6.7967 -1.0654 0.012 0.014 0.008
C -1.4711 -5.6011 -1.4807 -0.034 0.005 -0.035
C -1.0287 -4.4088 -0.9295 0.025 0.008 -0.008
C -0.0279 -4.4138 0.0376 0.008 -0.032 0.033
C 0.5308 -5.6223 0.4487 -0.015 -0.026 0.027
C 0.0955 -6.8152 -0.1039 0.010 0.025 -0.006
P 0.4703 -2.8459 0.7939 -0.119 0.346 0.025
C 2.2713 -2.7291 0.6381 0.054 -0.049 -0.084
C 2.9318 -3.3708 -0.4076 0.025 0.029 -0.006
C 4.2417 -3.0367 -0.7140 0.000 -0.023 0.012
C 4.8947 -2.0605 0.0239 -0.008 -0.016 -0.019
C 4.2561 -1.4336 1.0828 -0.042 0.024 0.037
C 2.9456 -1.7631 1.3843 0.049 0.035 0.033
C 6.3146 -1.6937 -0.3216 -0.003 -0.001 0.007
F 6.5390 -1.7999 -1.6422 -0.004 -0.001 -0.025
F 6.6030 -0.4348 0.0352 -0.002 0.019 0.014
F 7.1936 -2.4975 0.2962 0.012 -0.021 0.013
C 0.0693 -2.9976 2.5587 -0.012 0.011 -0.028
C 0.9686 -3.3640 3.5512 0.058 -0.075 0.037
C 0.5614 -3.4016 4.8788 0.039 -0.017 0.000
C -0.7458 -3.0838 5.2070 -0.023 0.003 -0.041
C -1.6583 -2.7332 4.2195 -0.002 -0.007 0.002
C -1.2447 -2.6786 2.9027 -0.021 0.013 0.040
C -1.1978 -3.0598 6.6438 -0.004 0.017 0.011
F -0.3402 -3.6861 7.4557 0.028 -0.022 0.011
F -2.3985 -3.6419 6.7877 -0.024 -0.024 -0.009
F -1.3206 -1.7945 7.0832 0.002 0.019 -0.002
H -2.2583 -5.6046 -2.2234 0.017 -0.008 0.013
H -1.4686 -3.4688 -1.2490 -0.009 0.009 0.007
H 1.3043 -5.6333 1.2080 -0.012 -0.006 -0.009
H 0.5232 -7.7553 0.2165 -0.006 0.004 -0.006
H 2.4220 -4.1185 -1.0021 0.002 0.007 0.002
H 4.7486 -3.5258 -1.5352 0.003 0.003 0.005
H 4.7684 -0.6710 1.6534 0.005 -0.003 -0.009
H 2.4478 -1.2412 2.1952 -0.022 -0.015 -0.007
H 1.9929 -3.6167 3.3034 -0.030 0.021 -0.011
H 1.2625 -3.6790 5.6540 -0.013 0.003 -0.004
H -2.6806 -2.4927 4.4830 0.017 -0.005 0.014
H -1.9496 -2.3726 2.1373 0.018 0.007 -0.010
```
Forces are in eV/Å.

As for the largest force on an atom: 0.0142 hartree/bohr. As for the HOMO energy: -10.441 eV. Its net charge is +1. The HOMO-LUMO gap is 7.5 eV.

net charge of number 2 (C2H10N4O)?
0

What did the second record say?
The following is a DFT calculation (ωB97M-V/def2-TZVPD) of a cluster of 3 separate species, C2H10N4O in total.

```
17
Properties=species:S:1:pos:R:3:forces:R:3
C -0.9183 0.1356 -0.5011 -0.360 1.226 -2.140
C 1.0771 1.1778 0.2896 -0.139 -0.162 0.094
N 0.4245 0.1690 -0.5063 0.393 -1.586 1.035
N 0.0602 -1.4048 0.8262 0.521 0.113 0.425
N 0.7709 -1.3314 1.9740 0.032 0.014 -0.088
N -1.5577 -0.7907 -1.2757 0.697 0.943 0.987
O -0.5916 1.7675 -1.6577 -0.811 -0.176 0.532
H -0.6473 1.4540 -2.5699 -0.098 -0.137 0.150
H 0.5532 -2.0143 0.1757 0.056 0.126 0.058
H -1.5097 0.5900 0.2961 0.093 0.031 -0.225
H 0.3073 -0.7926 2.6947 0.117 -0.022 -0.216
H 1.7756 -1.1752 1.9323 -0.160 -0.080 -0.033
H -2.5185 -0.9967 -1.0558 0.239 -0.078 -0.566
H -1.0483 -1.0957 -2.0921 -0.499 -0.237 0.130
H 1.8326 0.6925 0.9206 -0.017 0.036 -0.064
H 1.5837 1.8604 -0.3868 -0.011 0.022 0.016
H 0.4063 1.7547 0.9364 -0.052 -0.033 -0.097
```
Forces are in eV/Å.

As for the largest force on an atom: 0.0485 hartree/bohr. As for the HOMO energy (alpha / beta): -7.270 / -7.851 eV. Its net charge is 0. The HOMO-LUMO gap (alpha / beta) is 7.8 / 8.7 eV.

Look up the net charge of the fifth one.
0